Density functional theory data (wB97M-V/def2-TZVPD) for 7 unconnected molecules or ions with the total composition C28H35N7 at a distorted geometry.

Properties
DFT total energy in Ha: -1470.57534
Structure (SMILES): c1cc[nH]c1.c1cc[nH]c1.c1cc[nH]c1.c1cc[nH]c1.c1cc[nH]c1.c1cc[nH]c1.c1cc[nH]c1
Total charge: 0

Last columns: bonded neighbours and bond lengths (Å).
Geometry (Å):
1 H 55.11731 -35.82553 -11.24111  C23 1.107
2 C 58.12894 -34.79090 -15.09728  C56 1.498, H60 1.086, C66 1.583
3 C 50.12773 -33.50630 -11.34229  C36 1.522, H48 0.975, C59 1.506
4 C 54.40171 -36.98254 -16.01158  C41 1.579, N45 1.425, H49 1.101
5 C 53.30787 -38.74503 -10.93517  C10 1.449, H34 1.123, C53 1.493
6 H 51.19135 -36.34208 -19.49733  C42 0.975
7 H 54.73839 -34.10445 -13.96069  C44 1.187
8 C 50.03532 -35.58159 -12.52988  N15 1.338, H21 0.902, C59 1.506
9 H 55.11973 -31.62086 -19.63509  C65 1.118
10 C 53.94813 -37.66254 -10.21487  C5 1.449, C23 1.563, H38 1.233
11 H 54.41705 -32.29165 -11.62979  C47 1.006
12 C 48.06520 -37.01209 -19.10531  C24 1.431, H25 0.937, N54 1.419
13 C 53.03796 -32.54970 -19.22349  H55 1.035, C57 1.580, C65 1.470
14 H 52.96246 -38.90086 -13.29496  C53 1.078
15 N 48.79628 -35.24181 -12.15574  C8 1.338, H29 1.031, C36 1.389
16 H 50.07575 -35.50808 -16.63050  C31 1.241
17 H 47.53178 -36.73232 -16.86781  C24 1.164
18 H 58.65647 -35.69767 -17.14427  C66 1.026
19 H 55.54730 -33.31365 -9.50616  N35 1.064
20 H 57.86522 -37.56196 -13.46629  N61 0.872
21 H 50.11548 -36.28651 -13.08613  C8 0.902
22 C 55.01384 -33.43629 -18.21311  N62 1.431, C65 1.476, H70 1.072
23 C 54.42140 -36.68145 -11.33563  H1 1.107, C10 1.563, N39 1.405
24 C 48.25187 -36.55099 -17.76361  C12 1.431, H17 1.164, C31 1.526
25 H 47.34398 -37.35220 -19.59788  C12 0.937
26 C 58.31315 -37.18565 -15.34670  H50 1.034, N61 1.407, C66 1.557
27 H 51.75921 -34.10053 -17.65111  C57 1.132
28 C 56.62702 -32.31460 -12.48165  C47 1.557, C67 1.527, H68 1.047
29 H 47.98330 -35.84050 -12.36236  N15 1.031
30 H 58.98160 -32.61219 -11.98212  C67 1.108
31 C 49.72681 -36.19252 -17.60487  H16 1.241, C24 1.526, C42 1.539
32 H 57.93682 -33.49523 -9.49950  C64 1.054
33 H 49.28497 -36.85967 -20.86209  N54 1.118
34 H 52.88037 -39.62869 -10.39068  C5 1.123
35 N 56.05924 -32.92639 -10.35491  H19 1.064, C47 1.427, C64 1.375
36 C 48.70679 -34.03378 -11.47696  C3 1.522, N15 1.389, H63 1.086
37 H 54.08829 -34.96663 -16.96937  N62 1.065
38 H 53.83235 -37.47463 -9.00178  C10 1.233
39 N 54.07891 -37.21482 -12.58966  C23 1.405, H40 0.992, C53 1.450
40 H 54.05460 -36.88647 -13.52578  N39 0.992
41 C 52.88399 -36.74226 -15.64835  C4 1.579, C58 1.531, H69 1.083
42 C 50.35419 -36.36670 -18.99908  H6 0.975, C31 1.539, N54 1.350
43 H 57.71181 -35.20661 -12.88865  C56 0.976
44 C 54.33873 -35.00190 -14.62698  H7 1.187, N45 1.327, C58 1.607
45 N 55.02458 -35.92236 -15.29231  C4 1.425, C44 1.327, H46 1.165
46 H 56.18643 -36.00808 -15.30290  N45 1.165
47 C 55.39784 -32.49884 -11.54458  H11 1.006, C28 1.557, N35 1.427
48 H 50.50457 -32.68318 -10.98030  C3 0.975
49 H 55.03657 -37.60311 -16.66334  C4 1.101
50 H 58.58744 -38.14133 -15.62996  C26 1.034
51 H 52.14590 -34.93722 -14.41497  C58 0.955
52 H 52.12338 -34.56270 -12.09050  C59 1.139
53 C 53.39172 -38.47747 -12.40176  C5 1.493, H14 1.078, N39 1.450
54 N 49.28500 -36.69322 -19.75673  C12 1.419, H33 1.118, C42 1.350
55 H 52.41552 -31.88644 -19.71777  C13 1.035
56 C 57.92899 -35.50062 -13.79385  C2 1.498, H43 0.976, N61 1.412
57 C 52.66744 -33.59565 -18.09914  C13 1.580, H27 1.132, N62 1.451
58 C 52.82707 -35.54298 -14.69882  C41 1.531, C44 1.607, H51 0.955
59 C 50.99499 -34.58547 -11.93390  C3 1.506, C8 1.506, H52 1.139
60 H 58.20505 -33.72003 -15.25941  C2 1.086
61 N 57.94278 -36.89396 -14.02067  H20 0.872, C26 1.407, C56 1.412
62 N 53.92128 -34.11008 -17.58030  C22 1.431, H37 1.065, C57 1.451
63 H 47.71206 -33.64003 -11.28930  C36 1.086
64 C 57.42740 -33.05633 -10.31159  H32 1.054, N35 1.375, C67 1.543
65 C 54.49862 -32.40549 -19.13604  H9 1.118, C13 1.470, C22 1.476
66 C 58.25726 -35.89796 -16.22090  C2 1.583, H18 1.026, C26 1.557
67 C 57.90476 -32.67996 -11.72944  C28 1.527, H30 1.108, C64 1.543
68 H 56.44081 -32.02913 -13.47139  C28 1.047
69 H 52.03937 -37.30273 -16.03037  C41 1.083
70 H 55.90283 -33.80125 -17.73909  C22 1.072